# 1
An isolated ion of composition C4H3S2 and charge -1 at a distorted geometry. Source: OMol25; level of theory: ωB97M-V with the def2-TZVPD basis set.

Output
Relative energy (zero: lowest compared OMol25 entry of this formula, charge and spin), kcal/mol: 16.4
SMILES: Cc1c([S-])c1=S
Electronic energy, eV: -25866.5060
HOMO energy, hartree: -0.12761
Multiplicity: 1
Charge: -1

Last column: Löwdin charge in e.
Cartesian coordinates (Å):
C 0.08 0.04 -0.05  -0.301
C 1.31 -0.62 -0.09  -0.768
C 1.25 0.82 0.06  -0.846
C -1.34 -0.04 0.01  -0.099
S 2.17 -2.10 -0.26  0.314
S 1.93 2.29 0.20  0.419
H -2.01 0.51 -0.87  0.127
H -1.58 0.23 1.01  0.048
H -1.82 -1.14 -0.01  0.106

# 2
An isolated ion of composition C12H11N4 and charge +1 at a distorted geometry. Source: OMol25; level of theory: ωB97M-V with the def2-TZVPD basis set.

Output
Relative energy (zero: lowest compared OMol25 entry of this formula, charge and spin), kcal/mol: 32.4
SMILES: [NH3+][C@]1(c2ccccc2)N=Nc2cccnc21
Electronic energy, eV: -18573.2743
HOMO energy, hartree: -0.46597
Multiplicity: 1
Charge: +1

Last column: Löwdin charge in e.
Cartesian coordinates (Å):
C -1.49 2.78 -1.48  -0.029
C -2.17 1.82 -0.72  -0.048
C -0.13 2.55 -1.85  -0.048
C 1.58 -0.62 3.44  -0.068
C -1.51 0.63 -0.40  -0.025
C 0.50 1.34 -1.59  -0.041
C 2.51 -0.51 2.48  0.015
C 0.25 -0.93 3.17  -0.078
C -0.14 0.39 -0.77  -0.172
C 2.12 -0.75 1.12  -0.187
C 0.75 -1.05 1.01  -0.174
C 0.51 -0.99 -0.54  -0.216
N -0.20 -1.22 1.94  0.140
N 2.83 -0.64 -0.07  0.087
N 2.13 -0.86 -1.04  0.100
N -0.11 -2.11 -1.36  0.290
H -1.97 3.73 -1.53  0.102
H -3.17 1.95 -0.46  0.089
H 0.43 3.24 -2.47  0.112
H 1.98 -0.52 4.44  0.126
H -2.00 -0.12 0.18  0.093
H 1.59 1.05 -1.82  0.123
H 3.64 -0.28 2.63  0.165
H -0.37 -1.04 4.06  0.124
H -1.13 -2.30 -1.09  0.215
H 0.40 -3.02 -1.29  0.197
H -0.06 -1.86 -2.27  0.108

# 3
C25H32BrN5O3S3W as an isolated structure. Source: OMol25; level of theory: ωB97M-V with the def2-TZVPD basis set.

Output
Relative energy (zero: lowest compared OMol25 entry of this formula, charge and spin), kcal/mol: 35.5
Electronic energy, eV: -144395.9867
Expectation value of S²: 2.02
HOMO energy (alpha / beta), hartree: -0.47102 / -0.47112
Multiplicity: 3
Charge: +2

Last column: Löwdin spin population.
Cartesian coordinates (Å):
W -0.62 0.56 0.47  1.648
Br 2.07 0.33 0.41  0.010
C 2.31 0.31 2.32  0.004
C 3.56 0.27 2.84  0.012
C 3.69 0.23 4.24  -0.007
C 2.58 0.23 5.03  0.009
C 1.27 0.27 4.48  -0.001
C 0.12 0.24 5.30  0.057
C -1.13 0.26 4.74  -0.003
C -1.28 0.33 3.34  0.075
C -0.19 0.38 2.49  -0.004
C 1.12 0.33 3.07  0.017
H 4.44 0.26 2.21  0.001
H 4.68 0.20 4.68  -0.001
H 2.68 0.19 6.11  0.000
H 0.24 0.20 6.37  0.003
H -2.01 0.23 5.37  -0.001
H -2.29 0.36 2.95  0.005
C 1.41 3.94 1.00  0.003
S 1.14 3.27 -0.63  0.008
C 0.32 4.63 -1.43  0.001
O -0.05 2.27 -0.47  0.054
H 0.52 4.43 1.37  0.000
H 2.26 4.62 0.91  0.000
H 1.68 3.11 1.65  0.000
H 1.01 5.47 -1.42  0.000
H -0.60 4.85 -0.89  0.000
H 0.11 4.34 -2.46  0.000
C 1.83 -4.10 2.43  0.000
C 0.48 -3.56 1.96  0.000
C -0.40 -3.25 3.16  0.001
C -0.19 -4.55 1.01  0.000
N 0.82 -2.27 1.29  0.002
N -0.31 -1.66 0.62  0.014
H 1.68 -5.00 3.03  0.000
H 2.34 -3.36 3.04  0.000
H 2.46 -4.37 1.58  0.000
H -0.64 -4.17 3.69  0.000
H -1.37 -2.80 2.89  0.001
H 0.10 -2.56 3.85  0.000
H -0.31 -5.51 1.50  0.000
H 0.40 -4.70 0.11  0.000
H -1.20 -4.24 0.72  0.000
H 1.51 -2.46 0.56  0.000
H -1.12 -1.94 1.17  0.002
H -0.45 -2.08 -0.30  0.007
N -5.09 7.55 -1.31  0.000
C -4.54 6.50 -0.65  0.000
C -5.25 5.30 -0.48  0.000
C -4.69 4.24 0.19  0.000
C -3.40 4.33 0.69  0.000
C -2.68 5.52 0.54  0.000
C -3.24 6.59 -0.12  0.000
S -2.70 3.01 1.58  0.005
O -3.68 2.45 2.47  0.006
O -1.40 3.40 2.05  0.005
N -2.37 1.79 0.46  0.013
C -3.24 0.76 0.33  0.028
S -4.92 0.54 0.25  0.010
C -4.66 -1.14 -0.08  0.004
C -3.35 -1.46 -0.09  0.002
N -2.54 -0.36 0.16  0.009
H -6.05 7.52 -1.61  0.000
H -4.62 8.44 -1.35  0.000
H -6.26 5.23 -0.86  0.000
H -5.30 3.36 0.34  0.000
H -1.70 5.61 0.98  0.000
H -2.68 7.51 -0.21  0.000
H -5.50 -1.80 -0.24  0.000
H -2.94 -2.44 -0.27  0.000

# 4
A single C4H7NO molecule at a distorted geometry. Source: OMol25; level of theory: ωB97M-V with the def2-TZVPD basis set.

Output
Relative energy (zero: lowest compared OMol25 entry of this formula, charge and spin), kcal/mol: 79.5
SMILES: C[C@@H]1N[C@@H]1C=O
Electronic energy, eV: -7796.1955
HOMO energy, hartree: -0.35957
Multiplicity: 1

Last column: Löwdin charge in e.
Cartesian coordinates (Å):
C 0.58 1.39 0.49  -0.064
C 0.05 0.13 0.83  -0.346
C -0.70 -0.75 -0.12  -0.247
C -0.69 -0.55 -1.53  -0.235
H 1.35 1.70 1.24  0.115
H 1.00 1.13 -0.42  0.036
H -0.12 2.17 0.36  0.084
H -0.48 -0.21 1.73  0.146
H 1.00 -1.84 0.91  0.103
H -1.54 -1.28 0.31  0.141
H 0.27 0.21 -1.67  0.157
N 0.71 -1.10 0.28  0.070
O -1.42 -1.01 -2.41  0.041

# 5
C4H4N2O as an isolated structure. Source: OMol25; level of theory: ωB97M-V with the def2-TZVPD basis set.

Output
Relative energy (zero: lowest compared OMol25 entry of this formula, charge and spin), kcal/mol: 115.1
Electronic energy, eV: -9235.4983
HOMO energy, hartree: -0.35214
Multiplicity: 1

Last column: Löwdin charge in e.
Cartesian coordinates (Å):
O 2.33 -0.95 -0.07  0.063
C 1.18 -0.61 -0.04  -0.529
C 0.60 0.71 0.00  -0.096
C -0.60 1.22 0.05  -0.059
N -1.54 0.22 0.05  0.011
C -1.14 -1.10 0.00  -0.164
N 0.07 -1.51 -0.05  0.158
H 1.79 1.70 0.38  0.176
H 1.78 1.72 -0.40  0.179
H -2.53 0.44 0.09  0.130
H -1.95 -1.83 0.00  0.131

# 6
A 2-piece molecular cluster, C4H7NO4Si overall at a distorted geometry. Source: OMol25; level of theory: ωB97M-V with the def2-TZVPD basis set.

Output
Electronic energy, eV: -21811.3810
Expectation value of S²: 2.05
HOMO energy (alpha / beta), hartree: -0.26168 / -0.36300
Multiplicity: 3

Last column: Löwdin spin population.
Cartesian coordinates (Å):
C 0.40 -1.36 -0.49  0.224
C 0.38 -0.05 -0.80  0.083
C -0.67 0.85 -0.23  0.478
C 1.57 0.48 -1.35  0.000
N -3.48 -0.73 -0.14  0.007
O -4.65 -0.41 -0.11  0.007
O -0.48 2.06 -0.22  0.803
O -3.05 -1.74 -0.63  0.009
O -3.35 1.67 0.82  -0.002
Si -2.37 0.40 0.57  0.134
H 1.37 -1.89 -0.59  0.017
H -0.48 -1.85 -0.03  0.012
H 2.50 -0.04 -0.95  0.000
H 1.61 1.53 -0.93  0.001
H 1.62 0.63 -2.41  -0.004
H -3.19 2.58 1.15  0.001
H -1.63 -0.43 2.48  0.232